(1)
The following is a DFT calculation (the ωB97M-V functional and the def2-TZVPD basis) of 2 unconnected molecules or ions with the total composition C34H65N5O4PS2 in a non-equilibrium geometry.

Computed properties:
* relative energy (zero: lowest compared OMol25 entry of this formula, charge and spin): 100.72 kJ/mol
* HOMO-LUMO gap: 0.206 hartree
* energy: -82902.9466 eV
* net charge: +1
* E_HOMO: -9.954 eV
* molar mass: 703.03 g mol⁻¹

```
111
C34H65N5O4PS2 (the ωB97M-V functional and the def2-TZVPD basis)
C -3.006 3.818 -8.161
C -1.983 3.325 -7.127
C -0.925 4.406 -6.869
C -0.118 4.106 -5.594
C 1.171 3.322 -5.889
C 1.496 2.311 -4.795
C 1.656 2.941 -3.410
C 2.256 1.921 -2.439
C 2.800 2.568 -1.170
C 3.436 1.546 -0.223
C 3.294 1.878 1.271
C 3.605 3.322 1.635
C 3.118 3.725 3.036
C 1.677 3.299 3.357
C 0.686 3.455 2.198
C 0.132 4.861 1.982
P 1.054 6.396 2.467
N 0.343 7.733 2.099
N -1.014 4.781 1.429
C -1.905 5.891 1.066
C -1.391 3.387 1.156
C -0.621 2.579 2.254
C -0.519 1.184 1.618
C 0.001 0.059 2.532
C 0.876 -0.953 1.805
S 1.080 -2.437 2.848
C -0.554 -3.007 3.069
S -1.021 -3.711 4.441
N -1.450 -2.800 2.001
C -1.099 -3.006 0.684
C -2.195 -2.659 -0.010
N -3.197 -2.253 0.831
C -2.737 -2.347 2.030
C -1.529 2.742 3.483
C -1.102 1.941 4.712
O -0.123 2.185 5.387
O -1.911 0.903 5.045
H -3.440 2.971 -8.689
H -2.516 4.456 -8.889
H -3.813 4.363 -7.681
H -2.509 3.066 -6.212
H -1.463 2.446 -7.505
H -0.264 4.456 -7.733
H -1.425 5.369 -6.790
H -0.765 3.588 -4.891
H 0.175 5.061 -5.160
H 2.012 4.001 -5.994
H 1.022 2.760 -6.809
H 2.427 1.797 -5.026
H 0.720 1.547 -4.734
H 0.673 3.220 -3.028
H 2.271 3.840 -3.465
H 3.089 1.424 -2.933
H 1.486 1.203 -2.161
H 3.550 3.314 -1.433
H 1.983 3.115 -0.687
H 2.899 0.606 -0.377
H 4.463 1.339 -0.505
H 4.018 1.257 1.798
H 2.312 1.544 1.593
H 4.689 3.414 1.640
H 3.243 4.055 0.913
H 3.774 3.253 3.761
H 3.205 4.803 3.155
H 1.286 3.886 4.184
H 1.630 2.270 3.679
H 1.088 3.236 1.205
H 2.249 6.242 1.738
H 1.340 6.222 3.834
H 0.183 8.298 2.927
H -1.812 6.154 0.020
H -2.921 5.543 1.228
H -1.748 6.733 1.722
H -0.980 3.176 0.169
H -2.466 3.275 1.171
H -1.470 0.915 1.162
H 0.187 1.280 0.790
H 0.536 0.447 3.395
H -0.862 -0.463 2.933
H 0.481 -1.220 0.829
H 1.893 -0.605 1.660
H -0.151 -3.356 0.337
H -2.331 -2.663 -1.074
H -3.231 -2.102 2.951
H -1.542 3.787 3.787
H -2.551 2.471 3.224
H -2.750 0.967 4.576
C -2.685 -9.642 2.647
O -1.275 -9.650 2.757
C -0.609 -10.506 1.837
C 0.095 -9.723 0.747
N -0.851 -9.104 -0.174
C -0.278 -8.097 -1.065
C 0.436 -6.894 -0.456
O -0.411 -5.973 0.209
C -0.806 -6.328 1.522
H -3.082 -9.169 3.544
H -3.025 -9.061 1.782
H -3.086 -10.656 2.579
H -1.294 -11.248 1.416
H 0.150 -11.045 2.409
H 0.743 -10.402 0.183
H 0.735 -8.983 1.244
H -1.596 -8.673 0.356
H -1.100 -7.716 -1.675
H 0.415 -8.602 -1.746
H 0.877 -6.334 -1.285
H 1.272 -7.181 0.193
H -0.013 -6.840 2.073
H -1.712 -6.940 1.508
H -1.055 -5.405 2.042
```

Here are the Löwdin charges for atoms 1 to 4, given in e: C -0.11; C -0.27; C -0.23; C -0.22

---

(2)
The following is a DFT calculation (the ωB97M-V functional and the def2-TZVPD basis) of a molecular structure, C12H48BGaN19O12.

Computed properties:
* HOMO-LUMO gap: 0.202 hartree
* energy: -119168.8457 eV
* net charge: -1
* E_HOMO: -3.896 eV
* molar mass: 731.17 g mol⁻¹

```
93
C12H48BGaN19O12 (the ωB97M-V functional and the def2-TZVPD basis)
C 6.746 -3.216 -0.041
C 6.292 -1.921 0.606
O 6.369 -0.827 -0.313
C 4.853 -2.032 1.176
O 4.148 -0.843 1.072
Ga 2.747 -0.850 -0.236
B 1.204 -2.217 0.283
N -0.244 -1.758 0.297
O 1.385 -3.550 0.590
H 6.912 -4.000 0.701
H 5.987 -3.573 -0.737
H 7.689 -3.069 -0.574
H 6.970 -1.692 1.443
H 7.298 -0.697 -0.518
H 4.328 -2.863 0.678
H 4.986 -2.292 2.238
H 3.340 -1.085 -1.705
H 2.153 0.669 -0.168
H -0.674 -1.984 -0.597
H -0.741 -2.297 1.010
H 0.528 -3.974 0.745
C -2.409 -5.152 0.601
O -1.251 -5.089 0.969
N -3.369 -4.294 1.062
N -2.838 -6.083 -0.307
H -4.325 -4.323 0.763
H -3.079 -3.593 1.718
H -2.150 -6.715 -0.671
H -3.784 -6.145 -0.628
C 1.926 1.623 -3.954
O 2.042 0.429 -3.788
N 2.975 2.484 -3.769
N 0.750 2.215 -4.365
H 2.934 3.471 -3.937
H 3.841 2.071 -3.469
H -0.039 1.613 -4.498
H 0.648 3.202 -4.495
C -2.015 1.207 2.736
O -0.981 1.454 3.329
N -3.188 1.873 3.026
N -2.129 0.265 1.759
H -4.071 1.691 2.582
H -3.137 2.573 3.740
H -1.314 -0.272 1.474
H -3.005 0.085 1.307
C 6.002 -5.974 -2.932
O 6.989 -5.925 -2.222
N 5.576 -7.142 -3.518
N 5.234 -4.877 -3.193
H 4.759 -7.201 -4.095
H 6.114 -7.967 -3.336
H 5.496 -4.011 -2.754
H 4.404 -4.903 -3.753
C -6.564 0.813 4.298
O -5.973 1.071 3.260
N -7.728 0.109 4.329
N -6.080 1.211 5.512
H -8.208 -0.110 5.180
H -8.130 -0.166 3.450
H -5.202 1.694 5.522
H -6.536 1.005 6.379
C 5.905 2.745 1.024
O 7.109 2.814 0.771
N 5.137 1.673 0.802
N 5.235 3.851 1.522
H 4.141 1.677 0.947
H 5.539 0.811 0.448
H 5.768 4.682 1.686
H 4.259 3.833 1.749
C -6.292 3.707 -0.260
O -6.799 4.092 -1.306
N -5.547 4.518 0.543
N -6.459 2.431 0.188
H -5.113 4.199 1.389
H -5.402 5.461 0.238
H -6.974 1.799 -0.396
H -6.098 2.085 1.062
C 5.273 4.593 -3.110
O 4.448 4.728 -4.004
N 6.597 4.895 -3.288
N 4.952 4.135 -1.873
H 7.286 4.763 -2.570
H 6.877 5.225 -4.191
H 3.997 3.878 -1.704
H 5.617 4.020 -1.127
C -10.203 1.758 0.679
O -9.532 1.404 1.635
N -11.529 1.428 0.557
N -9.686 2.499 -0.339
H -12.095 1.710 -0.219
H -11.937 0.883 1.292
H -8.719 2.763 -0.277
H -10.217 2.791 -1.137
```

Here are the Löwdin charges for atoms 1 to 4, given in e: C -0.06; C -0.41; O -0.07; C -0.32

---

(3)
The following is a DFT calculation (the ωB97M-V functional and the def2-TZVPD basis) of 12 unconnected molecules or ions with the total composition C36H68O36 in a non-equilibrium geometry.

Computed properties:
* structure (SMILES): COC(=O)OC.COC(=O)OC.COC(=O)OC.COC(=O)OC.COC(=O)OC.COC(=O)OC.COC(=O)OC.COC(=O)OC.COC(=O)OC.COC(=O)OC.O=C1OCCO1.O=C1OCCO1
* relative energy (zero: lowest compared OMol25 entry of this formula, charge and spin): 381.63 kJ/mol
* HOMO-LUMO gap: 0.381 hartree
* energy: -112139.6205 eV
* E_HOMO: -10.018 eV
* molar mass: 1076.90 g mol⁻¹

```
140
C36H68O36 (the ωB97M-V functional and the def2-TZVPD basis)
C -3.197 0.915 -5.351
C -3.870 2.144 -4.778
O -4.116 1.835 -3.428
C -3.503 0.681 -3.133
O -3.640 0.119 -2.022
O -2.752 0.253 -4.173
H -2.429 1.080 -6.106
H -3.934 0.245 -5.796
H -4.747 2.262 -5.414
H -3.229 3.018 -4.894
C -3.055 1.560 7.755
C -1.716 1.234 8.142
O -0.963 1.947 7.161
C -1.747 2.195 6.107
O -1.383 2.692 5.043
O -2.909 1.652 6.382
H -3.476 2.522 8.048
H -3.823 0.820 7.979
H -1.446 0.184 8.028
H -1.422 1.568 9.137
C -0.314 2.113 -0.950
O -0.290 3.402 -1.513
C -0.457 3.527 -2.851
O -0.581 2.559 -3.666
O -0.394 4.784 -3.205
C -0.788 5.234 -4.491
H -1.330 1.742 -1.085
H 0.053 2.192 0.074
H 0.314 1.425 -1.517
H -0.459 6.265 -4.619
H -1.861 5.129 -4.655
H -0.358 4.739 -5.362
C 2.841 0.827 -1.254
O 2.239 -0.148 -2.197
C 2.680 -1.424 -2.164
O 3.523 -1.926 -1.377
O 1.935 -2.101 -3.039
C 2.124 -3.496 -3.188
H 2.379 0.710 -0.274
H 2.535 1.798 -1.644
H 3.927 0.731 -1.260
H 2.197 -3.648 -4.265
H 1.207 -3.958 -2.821
H 2.942 -3.848 -2.559
C 0.561 4.312 2.947
O 1.762 4.523 2.213
C 2.860 4.834 2.821
O 2.999 4.945 4.089
O 3.865 4.894 1.912
C 5.157 5.247 2.309
H 0.452 5.127 3.662
H 0.586 3.336 3.431
H -0.146 4.427 2.125
H 5.736 5.384 1.396
H 5.665 4.495 2.912
H 5.185 6.183 2.867
C -3.749 -7.239 3.687
O -3.155 -6.006 3.333
C -2.495 -5.907 2.217
O -1.923 -6.835 1.642
O -2.598 -4.706 1.712
C -1.687 -4.257 0.719
H -4.465 -7.215 4.508
H -3.008 -7.976 3.995
H -4.170 -7.665 2.776
H -1.412 -3.245 1.018
H -2.148 -4.170 -0.265
H -0.816 -4.810 0.367
C 7.829 1.597 2.991
O 6.446 1.878 2.602
C 5.457 1.023 2.822
O 5.567 0.024 3.543
O 4.385 1.488 2.227
C 3.100 1.057 2.521
H 8.061 1.852 4.025
H 8.568 2.157 2.417
H 8.138 0.564 2.835
H 2.413 1.724 2.001
H 2.998 0.994 3.605
H 2.995 0.055 2.106
C 0.442 -0.240 -5.168
O 0.355 -1.517 -5.786
C 1.086 -1.687 -6.928
O 1.839 -0.843 -7.478
O 0.918 -3.026 -7.330
C 1.766 -3.466 -8.380
H 0.280 -0.124 -4.097
H -0.325 0.384 -5.626
H 1.419 0.221 -5.316
H 1.465 -3.061 -9.346
H 1.685 -4.546 -8.500
H 2.826 -3.249 -8.247
C -2.388 -4.033 -4.772
O -1.798 -4.654 -3.663
C -1.525 -5.912 -3.727
O -1.599 -6.704 -4.643
O -1.168 -6.149 -2.536
C -1.051 -7.519 -2.173
H -3.252 -4.546 -5.196
H -1.663 -3.759 -5.538
H -2.754 -3.016 -4.632
H -0.597 -8.158 -2.931
H -1.936 -7.997 -1.753
H -0.478 -7.595 -1.249
C 3.392 -2.876 2.879
O 2.043 -2.752 3.405
C 1.792 -1.858 4.365
O 2.650 -1.055 4.767
O 0.529 -1.994 4.730
C -0.182 -1.039 5.550
H 3.879 -1.902 2.926
H 3.411 -3.219 1.844
H 3.997 -3.618 3.399
H 0.295 -1.030 6.531
H -1.217 -1.355 5.671
H -0.068 -0.016 5.191
C -2.718 5.994 2.838
O -3.625 5.679 1.775
C -3.247 4.761 0.848
O -2.323 4.023 0.988
O -4.060 4.835 -0.304
C -3.696 4.249 -1.541
H -3.116 6.872 3.348
H -1.675 6.230 2.627
H -2.716 5.174 3.556
H -4.448 4.462 -2.301
H -3.623 3.183 -1.327
H -2.690 4.632 -1.711
C -1.014 -1.251 -1.723
O -1.557 -1.304 -0.459
C -0.831 -0.695 0.535
O 0.410 -0.622 0.594
O -1.721 0.090 1.212
C -1.246 0.764 2.357
H -0.072 -1.793 -1.811
H -0.827 -0.258 -2.133
H -1.613 -1.675 -2.529
H -1.862 0.486 3.212
H -1.307 1.836 2.170
H -0.206 0.592 2.637
```

Here are the Löwdin charges for atoms 1 to 4, given in e: C -0.11; C -0.13; O 0.06; C -0.51

---

(4)
The following is a DFT calculation (the ωB97M-V functional and the def2-TZVPD basis) of a molecular structure, C28H34IrN5S2 in a non-equilibrium geometry.

Computed properties:
* relative energy (zero: lowest compared OMol25 entry of this formula, charge and spin): 188.02 kJ/mol
* HOMO-LUMO gap (alpha / beta): 0.226 / 0.227 hartree
* energy: -61546.8928 eV
* E_HOMO (alpha / beta): -6.304 / -6.259 eV
* molar mass: 696.97 g mol⁻¹

```
70
C28H34IrN5S2 (the ωB97M-V functional and the def2-TZVPD basis)
Ir 0.097 -0.622 0.228
C -1.467 -2.743 2.040
N -0.351 -1.817 2.229
C -0.700 -0.825 3.259
C 0.917 -2.427 2.564
C 1.009 -3.627 3.242
C 2.235 -4.088 3.705
C 3.353 -3.287 3.541
C 3.279 -2.102 2.826
C 2.076 -1.689 2.231
N 1.883 -0.608 1.414
C 2.831 0.272 0.939
C 4.193 0.020 0.730
C 5.044 1.019 0.283
C 4.564 2.290 0.017
C 3.202 2.535 0.138
C 2.343 1.539 0.560
N 0.907 1.727 0.605
C 0.473 2.251 1.903
C 0.393 2.559 -0.480
H -1.814 -3.156 2.994
H -1.170 -3.550 1.375
H -2.289 -2.197 1.580
H -0.943 -1.323 4.205
H -1.562 -0.247 2.930
H 0.142 -0.156 3.422
H 0.118 -4.211 3.433
H 2.307 -5.040 4.212
H 4.302 -3.597 3.958
H 4.161 -1.489 2.730
H 4.571 -0.983 0.853
H 6.092 0.797 0.129
H 5.230 3.077 -0.313
H 2.813 3.512 -0.119
H 0.753 3.307 2.017
H 0.942 1.678 2.700
H -0.612 2.164 1.990
H 0.622 3.622 -0.342
H -0.692 2.441 -0.508
H 0.804 2.214 -1.426
S 0.522 -2.908 -0.569
C 0.569 -2.829 -2.304
C 0.887 -3.991 -3.014
C 0.938 -3.989 -4.393
C 0.680 -2.811 -5.090
C 0.373 -1.657 -4.398
C 0.309 -1.652 -3.002
S -0.110 -0.168 -2.188
H 1.093 -4.893 -2.450
H 1.183 -4.895 -4.931
H 0.728 -2.796 -6.171
H 0.181 -0.731 -4.928
N -1.912 0.221 0.506
C -2.725 0.800 -0.089
N -3.675 1.379 -0.774
C -3.577 1.434 -2.242
C -3.164 2.831 -2.698
C -4.091 3.894 -2.102
C -4.107 3.785 -0.575
C -4.548 2.382 -0.165
H -4.564 1.188 -2.645
H -2.862 0.683 -2.575
H -3.184 2.866 -3.788
H -2.137 3.027 -2.380
H -5.107 3.747 -2.482
H -3.763 4.889 -2.406
H -4.786 4.520 -0.138
H -3.103 3.980 -0.186
H -5.562 2.200 -0.532
H -4.545 2.256 0.916
```

Here are the Löwdin charges for atoms 1 to 4, given in e: Ir 0.94; C -0.12; N -0.30; C -0.08

---

(5)
The following is a DFT calculation (the ωB97M-V functional and the def2-TZVPD basis) of a molecular structure, C11H26CaN2O6.

Computed properties:
* relative energy (zero: lowest compared OMol25 entry of this formula, charge and spin): 0.00 kJ/mol
* HOMO-LUMO gap: 0.380 hartree
* energy: -45523.0569 eV
* net charge: +2
* E_HOMO: -15.427 eV
* molar mass: 322.41 g mol⁻¹

```
46
C11H26CaN2O6 (the ωB97M-V functional and the def2-TZVPD basis)
Ca 0.021 -0.402 0.474
C 1.506 -2.246 -1.970
O 1.646 -1.158 -1.048
C 3.016 -0.921 -0.700
C 3.076 0.371 0.065
O 2.181 0.244 1.181
C 2.199 1.360 2.092
C 0.981 2.217 1.869
O -0.176 1.389 2.037
C -1.387 2.158 2.091
H 1.884 -3.169 -1.526
H 2.054 -2.027 -2.887
H 0.449 -2.359 -2.203
H 3.616 -0.852 -1.611
H 3.380 -1.753 -0.091
H 2.756 1.206 -0.567
H 4.090 0.560 0.422
H 3.108 1.943 1.943
H 2.206 0.949 3.101
H 0.972 2.645 0.858
H 0.956 3.038 2.590
H -1.548 2.670 1.140
H -1.323 2.884 2.901
H -2.205 1.469 2.288
N -0.961 -4.459 3.187
C -1.836 -3.922 2.088
C -1.124 -2.697 1.507
O -0.017 -2.385 2.017
O -1.685 -2.086 0.580
H -1.416 -4.444 4.100
H -0.144 -3.812 3.202
H -0.637 -5.409 3.011
H -2.804 -3.644 2.493
H -1.976 -4.685 1.327
C -0.595 3.037 -3.009
N -1.745 2.154 -2.862
C -2.840 2.346 -3.808
C -1.793 1.216 -1.942
O -0.896 0.983 -1.103
H -0.187 2.936 -4.013
H 0.160 2.769 -2.277
H -0.906 4.070 -2.857
H -2.491 2.150 -4.821
H -3.198 3.373 -3.747
H -3.657 1.669 -3.571
H -2.712 0.621 -1.949
```

Here are the Löwdin charges for atoms 1 to 4, given in e: Ca 1.57; C -0.04; O -0.34; C -0.16